Record 1
{
  "formula": "C19H21ClN6",
  "method": "ωB97M-V/def2-TZVPD",
  "e_lumo_ev": 0.8536,
  "smiles": "Cc1ccccc1Nc1nc(N)nc(CN(C)Cc2ccccc2Cl)n1",
  "gap_ev": 9.26,
  "symbols": ["C", "C", "C", "C", "C", "C", "C", "N", "C", "N", "C", "N", "C", "N", "N", "H", "H", "C", "N", "C", "H", "H", "H", "C", "C", "C", "C", "C", "C", "C", "H", "H", "H", "H", "Cl", "H", "H", "H", "H", "H", "H", "H", "H", "H", "H", "H", "H"],
  "coordinates": [[-2.7878, 0.6803, -2.0634], [-2.0610, 1.9434, -1.7300], [-1.7988, 2.8813, -2.7214], [-1.1911, 4.0899, -2.4375], [-0.8491, 4.3954, -1.1313], [-1.0868, 3.4726, -0.1322], [-1.6607, 2.2387, -0.4242], [-1.8762, 1.3438, 0.6402], [-1.4446, 0.0701, 0.7361], [-0.8161, -0.5024, -0.2941], [-0.4255, -1.7496, -0.0929], [-0.6591, -2.4577, 0.9959], [-1.2789, -1.7913, 1.9779], [-1.6755, -0.5255, 1.9090], [-1.5366, -2.4707, 3.1099], [-1.8787, -1.9656, 3.9065], [-1.1242, -3.3792, 3.2173], [0.3460, -2.4058, -1.2007], [1.7809, -2.3598, -0.9519], [2.4986, -3.0286, -2.0155], [3.5600, -3.0499, -1.7717], [2.3701, -2.5416, -2.9950], [2.1418, -4.0549, -2.0914], [2.2493, -0.9984, -0.7423], [2.0177, -0.5496, 0.6761], [1.7836, 0.7819, 1.0014], [1.5424, 1.1746, 2.3081], [1.5517, 0.2313, 3.3192], [1.8143, -1.0949, 3.0202], [2.0464, -1.4757, 1.7121], [2.2254, -2.5088, 1.4587], [1.8334, -1.8342, 3.8072], [1.3571, 0.5353, 4.3367], [1.3514, 2.2142, 2.5254], [1.7839, 1.9955, -0.2344], [3.3275, -0.9705, -0.9335], [1.7664, -0.2926, -1.4363], [0.0857, -1.8982, -2.1464], [0.0505, -3.4560, -1.2517], [-2.1317, 1.7474, 1.5313], [-0.8160, 3.6969, 0.8901], [-0.3916, 5.3438, -0.8927], [-0.9991, 4.7982, -3.2296], [-2.0937, 2.6594, -3.7373], [-3.2929, 0.7716, -3.0221], [-2.0872, -0.1525, -2.1074], [-3.5212, 0.4487, -1.2924]],
  "mulliken_charge": [-1.302, 0.875, -0.811, -0.688, -0.540, -0.540, 0.601, 0.042, 0.155, -0.044, 0.771, -0.728, 0.268, -0.705, -0.399, 0.252, 0.267, -1.108, 0.130, -1.150, 0.358, 0.407, 0.321, -1.169, -0.034, 0.845, -0.635, -0.567, -0.616, -0.372, 0.348, 0.436, 0.394, 0.463, -0.153, 0.493, 0.476, 0.326, 0.570, 0.350, 0.304, 0.390, 0.396, 0.379, 0.518, 0.110, 0.314]
}

Record 2
{
  "formula": "C19H21IN2O3PdS",
  "method": "ωB97M-V/def2-TZVPD",
  "e_lumo_ev": [-6.2966, -9.9700],
  "charge": 2,
  "spin_multiplicity": 5,
  "gap_ev": [8.63, 4.95],
  "symbols": ["C", "C", "H", "H", "H", "H", "H", "H", "C", "C", "C", "C", "H", "H", "H", "H", "N", "C", "C", "N", "C", "C", "C", "H", "H", "C", "H", "H", "Pd", "I", "C", "C", "C", "C", "C", "C", "C", "S", "O", "O", "O", "H", "H", "H", "H", "H", "H", "H"],
  "coordinates": [[2.4497, -2.2135, -0.5190], [2.6080, -1.5121, -2.8168], [3.5368, -2.2342, -0.4740], [1.9033, -3.1182, -0.8447], [2.1593, -1.7994, 0.4440], [2.6823, -0.4999, -3.2009], [3.6692, -2.0306, -2.5628], [1.9669, -2.1675, -3.3876], [2.8620, 1.9778, -0.3607], [3.1012, 3.3565, -0.3007], [2.2546, 4.2321, -0.9863], [1.2281, 3.6863, -1.7439], [3.4900, 1.2700, 0.1747], [3.9448, 3.7412, 0.2503], [2.4025, 5.3127, -0.9043], [0.5018, 4.3159, -2.2579], [1.9200, 1.4712, -1.1556], [1.0836, 2.2925, -1.8556], [0.0440, 1.6088, -2.6216], [0.0586, 0.2563, -2.4772], [-0.8250, -0.5570, -3.0641], [-1.9004, 1.3836, -3.9814], [-1.8590, 0.0023, -3.8066], [-0.7048, -1.6493, -2.9841], [-2.6119, -0.6683, -4.2055], [-0.9646, 2.2209, -3.3875], [-1.0608, 3.3059, -3.4719], [-2.7250, 1.7818, -4.5687], [1.6756, -0.6434, -1.3931], [3.7418, -0.8986, 2.7926], [-3.0142, -2.0146, 5.7748], [-2.4942, -1.5789, 4.4358], [-3.3739, -1.0356, 3.5012], [-2.9283, -0.6657, 2.2372], [-1.5774, -0.8213, 1.8933], [-0.6656, -1.2651, 2.8550], [-1.1358, -1.6685, 4.1062], [-1.0871, -0.5779, 0.1781], [-1.2029, -1.8917, -0.5402], [-1.9529, 0.4910, -0.3034], [0.3827, -0.1959, 0.3891], [-3.2313, -1.1268, 6.3846], [-3.9471, -2.5926, 5.7058], [-2.2651, -2.6171, 6.2972], [-4.4335, -0.9473, 3.7517], [-3.6572, -0.2944, 1.5232], [0.4039, -1.3267, 2.6413], [-0.4527, -2.0947, 4.8403]],
  "mulliken_charge": [-0.153, -0.967, 0.515, 0.336, -0.525, 0.350, 0.400, 0.333, -0.057, -0.838, -0.451, -0.766, 0.401, 0.430, 0.453, 0.381, 0.432, 0.198, 0.744, 0.483, 0.032, -0.591, -0.850, 0.396, 0.467, -0.744, 0.397, 0.428, 0.235, 0.027, -1.368, 0.930, -0.622, -0.472, 0.205, -0.082, -0.762, 1.737, -0.656, -0.649, -0.343, 0.356, 0.403, 0.383, 0.439, 0.475, 0.143, 0.386]
}

Record 3
{
  "formula": "C19H21MoN6O4S2SeTe",
  "method": "ωB97M-V/def2-TZVPD",
  "e_lumo_ev": [-6.3093, -6.2198],
  "charge": 1,
  "spin_multiplicity": 3,
  "gap_ev": [4.33, 4.42],
  "symbols": ["Mo", "C", "C", "C", "C", "C", "C", "C", "S", "O", "O", "N", "C", "C", "C", "O", "O", "H", "H", "H", "H", "H", "H", "H", "H", "H", "H", "H", "H", "Se", "N", "C", "C", "C", "C", "N", "C", "N", "H", "H", "H", "Te", "C", "N", "C", "C", "N", "C", "S", "H", "H", "H", "H", "H", "H"],
  "coordinates": [[2.7046, -2.1690, -1.6327], [-4.9344, 3.5720, 0.4831], [-3.7950, 3.1741, 1.3047], [-3.4806, 1.9023, 1.7610], [-2.3036, 1.5768, 2.4019], [-1.5490, 2.6336, 2.8847], [-1.7219, 3.8956, 2.3663], [-2.8287, 4.1738, 1.5953], [-0.3110, 2.4825, 4.2196], [-0.9544, 2.8425, 5.4588], [0.7089, 3.3485, 3.6554], [0.1891, 0.9870, 4.3715], [0.7919, 0.2079, 3.3180], [0.4430, -1.2947, 3.4833], [0.0107, -2.0349, 2.1936], [0.9161, -2.6698, 1.5740], [-1.1856, -1.9849, 1.7620], [-5.9126, 3.2039, 0.8395], [-4.8235, 3.4082, -0.5648], [-5.0282, 4.6324, 0.6191], [-4.0958, 1.1057, 1.4426], [-1.9365, 0.5367, 2.2756], [-1.0461, 4.6908, 2.6617], [-2.9654, 5.1555, 1.1725], [-0.2177, 0.4848, 5.1167], [1.8886, 0.3435, 3.3167], [0.4097, 0.5416, 2.3105], [-0.2682, -1.5438, 4.3548], [1.3592, -1.8940, 3.7298], [2.3379, 1.6746, -2.0973], [2.6264, 1.4335, -3.9014], [3.3255, 0.2861, -4.0786], [3.9381, -0.2487, -5.2729], [4.2244, -1.6262, -5.3301], [4.3623, -2.3825, -4.1393], [3.9794, -1.8078, -2.9571], [3.4632, -0.5059, -2.8921], [2.7026, -0.1166, -1.8300], [4.1087, 0.4487, -6.0945], [4.4286, -2.1368, -6.2507], [4.5807, -3.4427, -4.1273], [4.1680, -3.6630, -0.3485], [-0.8004, -3.7734, -0.4509], [-0.4818, -2.4294, -0.9493], [-1.4486, -1.4389, -0.9962], [-1.1691, -0.6534, -2.1329], [0.0319, -0.9837, -2.6023], [0.4821, -2.1542, -1.9396], [1.2810, -3.5719, -2.8033], [-1.7929, -3.7419, 0.0121], [-0.0657, -4.0159, 0.3259], [-0.7847, -4.4794, -1.2740], [-2.2905, -1.3986, -0.2971], [-1.7993, 0.0903, -2.5982], [0.5287, -0.6705, -3.4495]],
  "mulliken_charge": [0.224, -1.317, 0.861, -1.126, 0.466, 0.059, -0.894, -0.549, 1.208, -0.678, -0.678, -0.213, -0.417, -0.742, 0.480, -0.694, -0.703, 0.362, 0.263, 0.405, 0.449, 0.223, 0.433, 0.331, 0.324, 0.308, 0.286, 0.411, 0.295, 0.329, -0.704, 0.551, -0.511, -0.440, -0.430, -0.092, 0.799, -0.653, 0.443, 0.469, 0.436, 0.044, -1.006, 0.699, -0.052, -0.810, 0.359, 0.023, -0.218, 0.346, 0.302, 0.479, 0.499, 0.493, 0.270]
}

Record 4
{
  "formula": "C19H21N3O5",
  "method": "ωB97M-V/def2-TZVPD",
  "e_lumo_ev": -0.6151,
  "smiles": "CCCCC(=O)Nc1ccc(NC(=O)c2ccccc2[N+](=O)[O-])cc1OC",
  "gap_ev": 7.15,
  "symbols": ["C", "C", "C", "C", "C", "O", "N", "C", "C", "C", "C", "C", "C", "O", "C", "H", "H", "H", "H", "N", "C", "O", "C", "C", "C", "C", "C", "C", "N", "O", "O", "H", "H", "H", "H", "H", "H", "H", "H", "H", "H", "H", "H", "H", "H", "H", "H", "H"],
  "coordinates": [[-6.1181, -1.4650, 1.8197], [-5.6434, -0.0952, 1.3512], [-5.7026, 0.0305, -0.1698], [-5.2304, 1.4061, -0.6494], [-3.8152, 1.7317, -0.1948], [-3.5546, 2.6722, 0.5226], [-2.8942, 0.8610, -0.6907], [-1.5207, 0.8040, -0.4557], [-0.8119, 1.7798, 0.2295], [0.5509, 1.6515, 0.4190], [1.2266, 0.5423, -0.0755], [0.5284, -0.4446, -0.7687], [-0.8343, -0.3181, -0.9616], [-1.6074, -1.2332, -1.6300], [-0.9731, -2.3672, -2.1746], [-0.2162, -2.0863, -2.9122], [-1.7616, -2.9380, -2.6632], [-0.5104, -2.9791, -1.3951], [1.0690, -1.2938, -1.1467], [2.6044, 0.4606, 0.1625], [3.4681, -0.4968, -0.2360], [3.1834, -1.4945, -0.8712], [4.8944, -0.3373, 0.2424], [5.4379, -1.4775, 0.8336], [6.7655, -1.5380, 1.2113], [7.6086, -0.4666, 0.9582], [7.1058, 0.6610, 0.3416], [5.7558, 0.7376, 0.0083], [5.3394, 1.9821, -0.5919], [4.3154, 2.4953, -0.1816], [6.0642, 2.4635, -1.4297], [7.7428, 1.5030, 0.1155], [8.6514, -0.5127, 1.2296], [7.1481, -2.4287, 1.6853], [4.7895, -2.3278, 0.9797], [2.9902, 1.2879, 0.6055], [1.0943, 2.4212, 0.9456], [-1.3408, 2.6355, 0.6135], [-3.2260, 0.0974, -1.2643], [-5.2694, 1.4533, -1.7404], [-5.8856, 2.1802, -0.2476], [-6.7312, -0.1232, -0.5051], [-5.0934, -0.7590, -0.6179], [-6.2651, 0.6814, 1.8006], [-4.6179, 0.0705, 1.6883], [-7.1454, -1.6411, 1.5076], [-5.4935, -2.2505, 1.3990], [-6.0721, -1.5353, 2.9036]],
  "mulliken_charge": [-1.337, -0.158, -0.629, -0.986, 0.498, -0.648, -0.023, -0.080, -0.697, -1.061, 0.105, -0.329, 0.956, -0.513, -0.921, 0.354, 0.249, 0.352, 0.868, -0.094, 0.608, -0.660, 0.164, -0.568, -0.638, -0.498, -0.624, 0.440, 0.954, -0.613, -0.569, 0.439, 0.388, 0.400, 0.446, 0.299, 0.352, 0.539, 0.240, 0.358, 0.359, 0.412, 0.288, 0.280, 0.266, 0.326, 0.333, 0.376]
}

Record 5
{
  "formula": "C19H21N3O6S",
  "method": "ωB97M-V/def2-TZVPD",
  "e_lumo_ev": -1.3110,
  "smiles": "O=C(N[C@H]1CC[C@H](O)CC1)c1ccc(NS(=O)(=O)c2cccc([N+](=O)[O-])c2)cc1",
  "gap_ev": 7.82,
  "symbols": ["O", "O", "O", "O", "O", "O", "C", "C", "C", "C", "C", "C", "C", "C", "C", "C", "C", "C", "C", "N", "N", "N", "C", "C", "C", "C", "C", "C", "S", "H", "H", "H", "H", "H", "H", "H", "H", "H", "H", "H", "H", "H", "H", "H", "H", "H", "H", "H", "H", "H"],
  "coordinates": [[-0.4606, -1.9669, -2.7826], [-4.8205, 3.3158, 3.8627], [-1.9152, -2.4822, 5.9148], [0.2467, -1.9852, 5.0448], [-5.4537, 1.2834, 3.8033], [3.9406, 1.4514, -6.5541], [-0.0177, -1.3046, -1.8557], [-0.9942, 2.3044, 4.9885], [0.1293, -0.9008, 0.6237], [-1.3739, -2.5993, -0.2308], [-0.3739, -1.1297, 1.9396], [-1.7701, -2.9134, 1.0782], [-2.3344, 2.6959, 4.7188], [-0.6748, 0.9537, 4.9584], [-2.9511, 0.3800, 4.4483], [-0.4105, -1.6154, -0.4708], [-1.2761, -2.1972, 2.1565], [-3.2994, 1.7147, 4.3823], [-1.6458, -0.0326, 4.7691], [0.8206, -0.2413, -2.1142], [-1.7675, -2.4699, 3.4280], [-4.5986, 2.1236, 4.0171], [3.0007, -0.3768, -5.2090], [2.3430, 2.0567, -4.7828], [2.4011, -0.7742, -3.8520], [1.7743, 1.6278, -3.4241], [3.4563, 1.1231, -5.2553], [1.2690, 0.1515, -3.4270], [-1.1848, -1.7926, 4.8661], [4.5069, 0.7231, -6.8751], [-0.1799, 2.9817, 5.1992], [0.8576, -0.0889, 0.4314], [-1.8262, -3.0655, -1.1105], [0.0759, -0.5442, 2.7541], [-2.4979, -3.6948, 1.1850], [-2.5817, 3.7617, 4.7530], [0.3333, 0.6949, 5.2331], [-3.6241, -0.4523, 4.2979], [1.1946, 0.2709, -1.3402], [-2.3289, -3.3164, 3.5949], [3.8378, -1.0435, -5.4177], [2.2276, -0.5464, -5.9494], [1.5514, 2.0787, -5.5405], [2.8025, 3.0823, -4.6553], [3.1732, -0.7165, -3.1150], [2.0157, -1.8293, -3.9178], [2.5772, 1.6964, -2.6902], [1.0048, 2.2960, -3.1275], [4.3240, 1.2344, -4.5539], [0.4974, 0.0777, -4.1975]],
  "mulliken_charge": [-0.702, -0.601, -0.755, -0.648, -0.585, -0.566, 0.458, -0.791, -0.919, -0.772, -0.287, -0.662, -0.219, 0.058, 0.016, 0.707, 0.910, -0.635, -0.211, -0.012, -0.271, 1.010, -0.949, -0.761, -0.796, -1.006, 0.261, 0.013, 1.442, 0.339, 0.403, 0.140, 0.441, 0.233, 0.373, 0.439, 0.492, 0.545, 0.234, 0.267, 0.458, 0.374, 0.362, 0.293, 0.268, 0.300, 0.414, 0.423, 0.163, 0.312]
}

The records above yield energy above the lowest of the compared OMol25 structures with the same formula, charge and spin values of 8.2, 76.5, 84.0, 475.7, 459.0 kJ/mol, respectively.